12
Properties=species:S:1:pos:R:3:forces:R:3:mulliken_charge:R:1 method="wB97M-V/def2-TZVPD" de_lowest_kj_mol=372.8 gap_ha="0.304 / 0.304" total_charge=0 homo_ev="-8.51 / -8.51" total_energy_ev=-8336.597
C 1.066 1.351 0.471 -0.01 -0.10 0.08 -1.09
C -0.068 0.738 -0.289 0.03 0.17 0.05 -0.01
O 0.215 -0.095 -1.288 0.09 0.12 -0.05 -0.27
C -0.779 -0.989 -0.935 -0.09 -0.27 0.11 -0.15
C -0.703 -1.650 0.331 0.13 0.27 -0.08 0.02
O -1.499 -2.460 0.763 0.00 -0.02 -0.03 -0.55
H 1.026 1.111 1.537 -0.03 -0.04 -0.06 0.31
H 2.023 0.999 0.076 -0.18 -0.04 0.03 0.31
H 1.033 2.446 0.398 -0.12 -0.21 -0.05 0.33
H -1.054 1.177 -0.245 0.04 0.07 -0.26 0.41
H -1.442 -1.304 -1.740 0.01 0.19 0.23 0.40
H 0.182 -1.323 0.921 0.11 -0.15 0.03 0.29

***

12
Properties=species:S:1:pos:R:3:forces:R:3:mulliken_charge:R:1 method="wB97M-V/def2-TZVPD" de_lowest_kj_mol=707.6 gap_ha=0.273 total_charge=0 homo_ev=-6.78 total_energy_ev=-8333.127
C 0.704 -0.068 0.006 4.42 -1.05 -2.39 0.80
C 2.084 -0.667 0.150 1.09 -0.63 -0.27 -1.13
C -1.669 0.475 0.330 -5.89 -1.18 -0.24 -0.41
C -2.357 -0.472 -0.081 -2.54 6.03 2.80 -0.77
H -0.058 1.498 -0.205 2.11 0.77 -0.95 0.33
H 1.979 -1.724 0.276 0.05 -0.68 0.80 0.34
H 2.790 -0.640 -0.764 -1.60 0.73 1.09 0.28
H 2.609 -0.144 0.977 -0.23 -0.63 -0.41 0.29
H -1.173 1.306 0.807 -0.60 -0.27 0.28 0.49
H -3.010 -1.066 -0.537 -2.35 -2.23 -1.21 0.49
O -0.383 -0.570 -0.131 8.86 -2.48 -0.38 -0.29
O 0.920 1.215 -0.242 -3.32 1.63 0.87 -0.41

***

12
Properties=species:S:1:pos:R:3:forces:R:3:mulliken_charge:R:1 method="wB97M-V/def2-TZVPD" de_lowest_kj_mol=518.7 gap_ha=0.334 total_charge=0 homo_ev=-8.72 total_energy_ev=-8335.085
C -0.723 -2.046 1.312 -1.35 -0.50 0.63 -0.25
O -1.119 -0.876 0.898 0.61 -0.37 0.32 -0.10
C -0.532 -0.542 -0.376 0.47 0.04 -0.44 -0.67
C -0.207 0.917 -0.377 -0.23 0.07 0.01 0.20
C 1.079 1.345 0.173 0.11 0.09 0.24 -0.49
O 0.872 1.249 -1.231 0.07 0.13 -0.24 -0.42
H 0.415 -1.083 -0.369 -0.02 0.24 -0.65 0.45
H -0.522 -2.650 0.383 0.50 0.11 0.18 0.17
H -1.160 -0.890 -1.203 -0.06 0.22 0.18 0.26
H -1.047 1.609 -0.369 0.12 0.00 -0.07 0.38
H 1.758 0.607 0.604 -0.17 0.10 -0.11 0.21
H 1.186 2.359 0.554 -0.04 -0.13 -0.05 0.27

***

12
Properties=species:S:1:pos:R:3:forces:R:3:mulliken_charge:R:1 method="wB97M-V/def2-TZVPD" de_lowest_kj_mol=451.3 gap_ha=0.381 total_charge=0 homo_ev=-9.33 total_energy_ev=-8335.784
O 2.325 -1.581 0.556 -0.59 0.07 -0.05 -0.25
C 1.634 -0.685 0.688 3.66 -0.05 0.50 0.02
C -0.001 -0.085 -0.748 -2.84 -0.06 -1.72 -0.63
C -0.738 -0.592 0.487 1.98 -1.02 2.73 -0.12
O -1.172 0.740 0.752 -0.08 -0.04 0.33 -0.39
C -0.215 1.313 -0.178 -0.16 0.16 -0.31 -0.28
H 0.173 -0.879 1.285 -3.43 0.07 -0.80 0.17
H 0.672 -0.453 -1.526 0.35 -0.10 0.84 0.44
H -1.010 -0.276 -1.176 0.49 0.83 -1.78 0.23
H -1.565 -1.331 0.386 0.67 0.41 0.24 0.33
H 0.591 1.833 0.356 -0.07 -0.41 -0.21 0.25
H -0.695 1.996 -0.884 0.02 0.14 0.22 0.23

***

12
Properties=species:S:1:pos:R:3:forces:R:3:mulliken_charge:R:1 method="wB97M-V/def2-TZVPD" de_lowest_kj_mol=230.6 smiles="CC=C=O.C=O" gap_ha=0.353 total_charge=0 homo_ev=-8.93 total_energy_ev=-8338.072
C 1.654 -0.525 0.149 0.17 -0.05 -0.01 -1.03
C 0.161 -0.712 0.290 0.16 -0.29 -0.15 -0.63
C -0.490 -1.055 -0.804 -0.57 -0.08 -0.60 0.66
O -1.016 -1.273 -1.824 0.55 0.15 1.07 -0.37
H 1.986 0.357 0.708 0.00 -0.20 -0.08 0.29
H 2.166 -1.415 0.527 0.20 0.24 -0.02 0.29
H 1.935 -0.382 -0.903 -0.02 -0.05 0.30 0.32
H -0.298 -0.738 1.277 -0.08 -0.07 -0.51 0.48
C -1.533 1.432 0.143 0.05 -0.02 -0.02 -0.10
O -2.507 0.753 -0.068 0.28 0.67 0.20 -0.43
H -0.853 1.806 -0.656 -0.39 -0.11 -0.02 0.26
H -1.206 1.753 1.161 -0.34 -0.19 -0.17 0.26

***

12
Properties=species:S:1:pos:R:3:forces:R:3:mulliken_charge:R:1 method="wB97M-V/def2-TZVPD" de_lowest_kj_mol=460.9 gap_ha=0.327 total_charge=0 homo_ev=-9.51 total_energy_ev=-8335.685
O 0.359 1.644 -0.858 0.17 -0.05 -0.11 -0.43
C 1.427 0.898 -0.572 0.19 -0.10 -0.06 0.79
C -1.222 -1.365 0.108 -0.02 0.12 0.04 -0.62
C -1.533 -0.319 0.874 0.05 -0.06 -0.06 -0.38
C 1.410 -0.447 -0.115 0.00 0.02 0.04 -0.48
O 2.593 1.188 -0.820 -0.34 0.02 0.08 -0.53
H 0.664 2.402 -1.386 0.02 -0.06 0.15 0.33
H -1.396 -2.387 0.442 0.10 0.21 -0.03 0.25
H -0.805 -1.247 -0.888 -0.14 0.01 0.11 0.35
H -1.986 -0.450 1.855 0.15 -0.01 -0.12 0.22
H -1.374 0.703 0.539 -0.07 -0.20 0.02 0.23
H 1.686 -0.547 0.940 -0.12 0.11 -0.06 0.26